(1)
C13H29ClIN2OP2PbSe as an isolated structure. Source: OMol25; level of theory: the ωB97M-V functional and the def2-TZVPD basis.

Element x y z (Å)
C: -0.840 3.028 -5.821
C: -0.966 1.908 -4.929
H: -1.306 2.699 -6.800
H: 0.258 3.260 -5.793
H: -1.312 3.870 -5.251
O: -1.387 0.770 -4.869
I: 0.999 4.653 -2.355
Pb: -0.119 2.068 -2.669
P: -2.291 1.546 0.040
C: -3.660 0.436 0.638
C: -2.048 2.441 1.677
H: -3.000 2.787 2.075
H: -4.122 3.186 0.051
H: -1.355 3.252 1.462
H: -2.793 3.671 -1.072
H: -3.243 -0.360 1.259
H: -1.546 1.754 2.355
C: -3.401 2.827 -0.706
H: -4.410 1.006 1.195
H: -3.951 2.382 -1.544
H: -4.126 -0.014 -0.250
P: 2.281 -0.234 -1.541
C: 2.713 -2.045 -1.568
C: 3.297 0.221 -3.023
H: 3.566 1.337 -0.239
H: 4.558 -0.155 -0.539
H: 3.243 -0.110 0.700
C: 3.582 0.249 -0.270
H: 3.266 1.314 -3.167
H: 4.342 -0.108 -2.877
H: 3.795 -2.188 -1.644
H: 2.221 -2.484 -2.447
H: 2.883 -0.277 -3.909
H: 2.325 -2.528 -0.668
Cl: 1.008 1.985 0.680
C: -2.062 -1.447 3.791
N: -0.864 -2.317 3.583
C: -0.672 -3.516 4.226
C: 0.540 -3.971 3.799
N: 1.070 -3.052 2.900
C: 2.346 -3.169 2.271
C: 0.168 -2.025 2.741
Se: 0.342 -0.561 1.621
H: -2.299 -1.476 4.868
H: -2.906 -1.835 3.197
H: -1.792 -0.422 3.469
H: -1.397 -3.918 4.930
H: 1.076 -4.872 4.072
H: 3.051 -3.555 3.000
H: 2.285 -3.840 1.418
H: 2.652 -2.171 1.937

## Properties
HOMO (alpha / beta): -17.1 / -17.1 eV
gap between HOMO and LUMO (alpha / beta): 4.35 / 4.34 eV
LUMO level (alpha / beta): -12.75 / -12.76 eV
total charge: +3

=====

(2)
C13H29CuNO3 as an isolated structure. Source: OMol25; level of theory: the ωB97M-V functional and the def2-TZVPD basis.

Element x y z (Å)
Cu: -0.461 -1.506 0.452
C: 0.840 -5.462 -1.131
C: 0.349 -4.082 -0.657
O: -1.004 -3.893 -0.276
H: 0.632 -5.571 -2.195
H: 0.201 -6.232 -0.699
H: 1.887 -5.703 -0.946
H: 0.438 -3.402 -1.505
H: 1.120 -3.530 -0.121
C: -4.434 0.018 0.003
C: -3.599 -0.772 0.974
O: -3.016 -1.961 0.587
H: -3.807 0.680 -0.594
H: -5.074 0.748 0.498
H: -4.945 -0.634 -0.705
H: -4.103 -1.016 1.909
H: -2.863 -0.100 1.414
C: 2.612 1.882 1.382
C: 1.258 1.254 1.404
C: 0.136 2.323 1.531
C: -0.175 3.175 0.301
C: -0.439 2.190 -0.817
C: 0.628 1.128 -1.143
N: 0.925 0.478 0.190
O: 1.780 -0.616 -0.032
C: 0.070 0.014 -2.026
C: 1.795 1.801 -2.044
C: 1.085 0.308 2.594
H: 3.077 2.060 2.352
H: 2.599 2.931 1.085
H: 3.452 1.486 0.813
H: -0.794 1.860 1.860
H: 0.489 3.008 2.302
H: 0.627 3.832 -0.036
H: -1.005 3.848 0.514
H: -0.513 2.880 -1.658
H: -1.437 1.800 -0.616
H: 0.748 -0.796 -2.294
H: -0.691 -0.503 -1.440
H: -0.553 0.323 -2.866
H: 2.581 1.079 -2.265
H: 1.524 2.172 -3.032
H: 2.328 2.595 -1.520
H: 1.845 -0.473 2.582
H: 0.164 -0.275 2.603
H: 1.177 0.763 3.580
H: 2.547 -0.109 -0.307

## Properties
expectation value of S²: 0.751
HOMO (alpha / beta): 2.4 / -0.5 eV
gap between HOMO and LUMO (alpha / beta): 2.73 / 5.73 eV
LUMO level (alpha / beta): 5.13 / 5.23 eV
total charge: -2
multiplicity: 2

=====

(3)
A 4-piece molecular cluster, C13H29N5O8P overall. Source: OMol25; level of theory: the ωB97M-V functional and the def2-TZVPD basis.

Element x y z (Å)
N: 3.277 1.836 1.728
C: 3.391 1.206 0.357
C: 2.146 0.226 -0.064
O: 1.849 0.510 -1.505
C: 0.762 0.518 0.765
P: -0.544 -0.822 0.287
C: -0.311 -1.804 1.904
C: 1.288 -2.070 2.309
O: 1.292 -3.139 3.335
C: -1.914 0.305 0.974
C: -1.878 1.173 2.382
C: -3.224 2.012 2.746
N: -4.532 2.144 2.039
C: -4.624 1.413 0.735
C: -3.374 0.530 0.189
H: 3.630 1.120 2.429
H: 4.035 2.582 1.743
H: 4.400 0.588 0.328
H: 3.477 2.043 -0.479
H: 2.503 -0.890 -0.011
H: 2.612 0.143 -2.051
H: 0.894 0.659 1.919
H: 0.304 1.537 0.347
H: -0.721 -0.185 -1.013
H: -1.535 -1.827 -0.097
H: 0.483 -1.654 -0.307
H: -0.888 -1.397 2.836
H: -0.741 -2.898 1.709
H: 1.921 -2.459 1.392
H: 1.760 -1.119 2.833
H: 1.395 -4.001 2.804
H: -0.921 1.143 3.053
H: -3.166 2.605 3.787
H: -5.649 1.487 0.148
H: -3.517 -0.010 -0.856
C: 3.229 -2.238 -4.281
N: 4.415 -1.733 -3.537
O: 4.313 -0.626 -2.994
O: 5.414 -2.461 -3.519
H: 2.428 -1.499 -4.213
H: 3.531 -2.385 -5.320
H: 2.926 -3.179 -3.818
C: -6.496 -2.299 0.357
N: -5.024 -2.454 0.213
O: -4.580 -2.614 -0.930
O: -4.355 -2.410 1.252
H: -6.956 -2.358 -0.632
H: -6.852 -3.110 0.996
H: -6.683 -1.324 0.811
C: 1.014 3.790 -1.910
N: 2.224 4.650 -1.815
O: 3.324 4.089 -1.880
O: 2.035 5.865 -1.677
H: 1.327 2.751 -2.028
H: 0.444 3.919 -0.987
H: 0.441 4.121 -2.779

## Properties
HOMO: -3.9 eV
gap between HOMO and LUMO: 5.49 eV
LUMO level: 1.62 eV
total charge: -1

=====

(4)
C13H30AgFN2O2PS as an isolated structure. Source: OMol25; level of theory: the ωB97M-V functional and the def2-TZVPD basis.

Element x y z (Å)
C: 6.654 -1.417 0.922
C: 6.003 -0.736 -0.290
C: 5.031 0.377 0.124
C: 4.043 0.740 -1.020
C: 2.554 0.562 -0.645
C: 1.663 1.795 -0.966
C: 0.768 2.215 0.199
C: -0.671 1.556 0.154
C: -1.647 2.535 0.815
C: -3.146 2.143 0.886
C: -3.559 0.663 1.150
C: -4.508 0.175 0.013
C: -3.838 -0.753 -1.021
N: -4.237 -2.201 -0.894
P: -4.017 -2.920 0.611
N: -2.412 -3.271 0.936
S: -3.371 -3.150 -2.004
O: -3.652 -4.489 -1.645
O: -2.023 -2.724 -2.037
F: -4.041 -2.749 -3.300
H: 7.103 -2.362 0.624
H: 7.440 -0.788 1.336
H: 5.878 -1.603 1.665
H: 6.784 -0.300 -0.913
H: 5.444 -1.475 -0.869
H: 4.447 0.083 0.999
H: 5.619 1.262 0.365
H: 4.250 0.134 -1.901
H: 4.226 1.777 -1.299
H: 2.447 0.275 0.409
H: 2.177 -0.280 -1.229
H: 1.076 1.558 -1.853
H: 2.310 2.632 -1.218
H: 1.321 1.900 1.119
H: 0.673 3.295 0.290
H: -0.573 0.600 0.728
H: -0.869 1.357 -0.896
H: -1.615 3.436 0.202
H: -1.245 2.842 1.792
H: -3.622 2.521 -0.014
H: -3.565 2.727 1.705
H: -4.153 0.648 2.064
H: -2.715 -0.017 1.316
H: -4.971 1.016 -0.492
H: -5.336 -0.371 0.471
H: -4.137 -0.429 -2.016
H: -2.760 -0.616 -0.944
H: -4.554 -2.082 1.591
H: -4.732 -4.119 0.633
H: -2.112 -2.805 1.799
Ag: 0.172 0.832 2.548

## Properties
expectation value of S²: 0.754
HOMO (alpha / beta): -15.0 / -15.0 eV
gap between HOMO and LUMO (alpha / beta): 6.36 / 4.73 eV
LUMO level (alpha / beta): -8.59 / -10.23 eV
total charge: +2
multiplicity: 2

=====

Listing E for the structures above in their given order: -128742.4927, -66215.1463, -47051.5519, -47862.2505 eV.